(P)
C19H26N4O3S | the ωB97M-V functional and the def2-TZVPD basis

Highest occupied orbital energy: -8.15 eV
Orbital gap: 8.79 eV
Total charge: 0
Lowest unoccupied orbital energy: 0.64 eV

Last column: Mulliken charge in e.
Cartesian coordinates (Å):
C: -3.654 -2.777 0.749  -0.99
N: -2.653 -1.681 0.768  -0.14
C: -1.693 -1.609 -0.154  0.15
O: -1.664 -2.316 -1.159  -0.70
C: -0.587 -0.615 0.148  -0.23
C: 0.364 -1.064 1.322  -0.98
C: -0.256 -1.034 2.680  0.09
C: -0.645 -2.130 3.379  -0.70
N: -1.232 -1.723 4.584  -0.02
C: -1.323 -0.342 4.657  -0.39
C: -1.847 0.582 5.626  -0.89
C: -1.710 1.964 5.362  -0.29
C: -1.052 2.444 4.188  -0.91
C: -0.578 1.517 3.254  -0.24
C: -0.657 0.127 3.477  0.88
N: 0.224 -0.413 -1.039  0.06
C: 0.503 0.753 -1.665  0.45
O: 0.279 1.856 -1.113  -0.71
C: 1.194 0.658 -3.065  0.11
C: 2.719 0.845 -2.968  -1.23
C: 3.100 2.211 -2.335  -0.67
S: 2.535 3.571 -3.421  -0.14
C: 1.990 4.812 -2.137  -0.77
N: 0.969 -0.567 -3.870  -0.14
C: 1.250 -1.852 -3.637  0.77
C: 0.841 -2.830 -4.732  -1.30
O: 1.764 -2.288 -2.572  -0.71
H: -3.950 -3.004 -0.263  0.29
H: -4.487 -2.395 1.326  0.38
H: -3.225 -3.650 1.284  0.29
H: -2.633 -1.040 1.554  0.27
H: -1.090 0.333 0.421  0.57
H: 0.778 -2.046 1.106  0.47
H: 1.211 -0.359 1.319  0.42
H: -0.571 -3.137 2.974  0.43
H: -1.619 -2.377 5.224  0.16
H: -2.276 0.183 6.535  0.39
H: -2.111 2.725 6.040  0.34
H: -0.936 3.524 3.997  0.38
H: -0.107 1.863 2.378  0.69
H: 0.541 -1.287 -1.461  0.30
H: 0.823 1.476 -3.650  0.53
H: 3.145 0.092 -2.339  0.40
H: 3.169 0.798 -3.960  0.42
H: 4.164 2.323 -2.220  0.52
H: 2.677 2.283 -1.335  0.28
H: 1.175 4.424 -1.526  0.20
H: 1.643 5.719 -2.649  0.33
H: 2.860 5.058 -1.566  0.29
H: 0.415 -0.410 -4.695  0.26
H: -0.173 -2.581 -5.063  0.41
H: 0.774 -3.823 -4.254  0.32
H: 1.624 -2.795 -5.503  0.31

---

(Q)
C19H26N4O3S | the ωB97M-V functional and the def2-TZVPD basis

Highest occupied orbital energy: -8.58 eV
Orbital gap: 9.13 eV
Total charge: 0
Lowest unoccupied orbital energy: 0.56 eV

Last column: Mulliken charge in e.
Cartesian coordinates (Å):
C: 2.009 -1.370 2.970  -0.83
C: 2.073 -0.301 1.886  -0.78
N: 0.756 0.039 1.413  0.23
C: 0.057 -0.474 0.354  0.72
C: 0.592 -1.473 -0.607  -0.76
O: 1.036 -2.600 0.129  -0.04
C: 1.161 -3.813 -0.498  0.04
C: 0.976 -4.922 0.317  -0.58
C: 1.111 -6.207 -0.176  -0.67
C: 1.423 -6.391 -1.508  -0.78
C: 1.618 -5.297 -2.333  -0.49
C: 1.508 -4.000 -1.848  1.19
O: 1.736 -2.882 -2.609  -0.34
C: 2.010 -3.044 -3.980  -1.00
N: -1.125 0.069 0.292  -0.96
N: -1.241 0.941 1.307  -0.32
C: -0.116 0.919 1.980  0.45
S: 0.285 1.859 3.382  -0.15
C: -1.243 2.831 3.587  -0.84
C: -1.297 4.005 2.606  0.66
O: -0.945 5.121 2.927  -0.69
N: -1.788 3.662 1.408  -0.18
C: -1.818 4.561 0.275  -0.15
C: -0.790 4.126 -0.782  -0.86
C: -1.571 3.174 -1.681  -0.26
C: -2.918 3.879 -1.821  -0.71
C: -3.184 4.481 -0.435  -0.88
H: 3.012 -1.599 3.317  0.38
H: 1.560 -2.274 2.566  0.13
H: 1.418 -1.019 3.812  0.31
H: 2.530 0.612 2.279  0.51
H: 2.654 -0.662 1.035  0.28
H: 1.421 -1.033 -1.178  0.31
H: -0.213 -1.737 -1.298  0.42
H: 0.721 -4.748 1.351  0.39
H: 0.962 -7.052 0.477  0.39
H: 1.521 -7.386 -1.915  0.37
H: 1.875 -5.465 -3.367  0.38
H: 2.109 -2.034 -4.377  0.25
H: 2.945 -3.588 -4.142  0.37
H: 1.193 -3.556 -4.496  0.40
H: -1.193 3.213 4.606  0.42
H: -2.082 2.149 3.463  0.37
H: -1.940 2.673 1.211  0.42
H: -1.603 5.558 0.669  0.49
H: 0.084 3.665 -0.323  0.33
H: -0.460 4.996 -1.352  0.35
H: -1.084 3.013 -2.642  0.42
H: -1.697 2.207 -1.192  -0.01
H: -3.711 3.201 -2.132  0.39
H: -2.839 4.673 -2.565  0.30
H: -3.848 3.839 0.143  0.31
H: -3.651 5.462 -0.508  0.32

---

Energies relative to the minimum, hartree: (P) 0.0000; (Q) 0.0583

---

(P)
CH3NOS | the ωB97M-V functional and the def2-TZVPD basis

Highest occupied orbital energy (spin up / spin down): -9.66 / -9.67 eV
Orbital gap (spin up / spin down): 7.79 / 7.80 eV
Total charge: 0
Lowest unoccupied orbital energy (spin up / spin down): -1.88 / -1.87 eV

Last column: Mulliken charge in e.
Cartesian coordinates (Å):
C: 0.400 1.209 -0.040  -0.19
N: -0.079 1.550 1.033  -0.48
H: 0.768 1.976 -0.795  0.22
H: 0.384 0.138 -0.248  0.19
H: -0.641 0.887 1.626  0.26
O: 1.780 -3.601 2.144  -0.30
S: 0.963 -2.354 2.378  0.30

---

(Q)
CH3NOS | the ωB97M-V functional and the def2-TZVPD basis

Highest occupied orbital energy: -9.80 eV
Orbital gap: 10.52 eV
Total charge: 0
Lowest unoccupied orbital energy: 0.72 eV

Last column: Mulliken charge in e.
Cartesian coordinates (Å):
C: -1.619 -1.107 -0.009  -0.25
N: -1.768 0.050 0.110  0.52
O: -2.148 1.158 -0.041  -0.56
H: -1.524 -1.950 0.592  0.29
S: 2.350 0.357 0.245  -0.33
H: 2.044 1.656 0.046  0.16
H: 2.665 -0.164 -0.943  0.15

---

Energies relative to the minimum, hartree: (P) 0.0000; (Q) 0.0147

---

(P)
C5H14N2 | the ωB97M-V functional and the def2-TZVPD basis

Highest occupied orbital energy: -8.54 eV
Orbital gap: 9.66 eV
Total charge: 0
Lowest unoccupied orbital energy: 1.11 eV

Last column: Mulliken charge in e.
Cartesian coordinates (Å):
C: -1.525 -0.738 1.410  -1.42
C: -1.330 -0.434 -0.069  0.74
N: -2.001 -1.482 -0.862  -0.72
C: 0.147 -0.384 -0.491  -1.11
N: 0.818 0.867 -0.157  0.03
C: 1.643 1.324 -1.266  -1.13
C: 1.619 0.796 1.043  -1.05
H: -2.517 -0.476 1.772  0.38
H: -1.325 -1.805 1.546  0.35
H: -0.817 -0.199 2.016  0.28
H: -1.752 0.556 -0.286  0.23
H: -1.770 -1.426 -1.833  0.20
H: -2.999 -1.378 -0.751  0.26
H: 0.626 -1.264 -0.021  0.28
H: 0.235 -0.564 -1.565  0.57
H: 0.975 1.476 -2.118  0.35
H: 2.390 0.574 -1.550  0.40
H: 2.069 2.290 -1.011  0.34
H: 1.115 0.202 1.806  0.32
H: 2.589 0.295 0.904  0.39
H: 1.811 1.768 1.481  0.33

---

(Q)
C5H14N2 | the ωB97M-V functional and the def2-TZVPD basis

Highest occupied orbital energy: -8.27 eV
Orbital gap: 9.37 eV
Total charge: 0
Lowest unoccupied orbital energy: 1.10 eV

Last column: Mulliken charge in e.
Cartesian coordinates (Å):
C: -2.596 1.699 -0.216  -1.24
C: -1.466 0.706 -0.852  -0.46
N: -0.258 0.532 -0.111  -0.34
C: 0.890 -0.126 -0.809  -0.79
C: 2.103 -0.338 0.024  -0.59
C: 1.779 -1.572 1.089  -0.48
N: 0.345 -1.933 1.201  -0.65
H: -3.416 1.732 -0.952  0.33
H: -3.022 1.175 0.578  0.38
H: -2.223 2.731 0.089  0.35
H: -2.034 -0.163 -0.851  0.32
H: -1.215 1.357 -1.783  0.29
H: -0.054 1.517 0.217  0.24
H: 0.466 -1.053 -1.233  0.41
H: 1.173 0.413 -1.756  0.48
H: 2.932 -0.596 -0.613  0.35
H: 2.516 0.629 0.526  0.26
H: 2.213 -2.328 0.524  0.34
H: 2.159 -1.242 2.084  0.26
H: -0.036 -1.745 2.182  0.27
H: -0.257 -1.396 0.660  0.26

---

(R)
C5H14N2 | the ωB97M-V functional and the def2-TZVPD basis

Highest occupied orbital energy: -8.11 eV
Orbital gap: 9.23 eV
Total charge: 0
Lowest unoccupied orbital energy: 1.12 eV

Last column: Mulliken charge in e.
Cartesian coordinates (Å):
C: -0.657 2.639 0.787  -1.53
C: 0.244 1.418 0.546  1.08
C: 1.408 1.813 -0.403  -1.63
C: -0.597 0.268 0.017  -1.03
N: 0.193 -0.869 -0.457  -0.15
C: 0.130 -2.159 0.152  -0.57
N: -0.737 -3.145 -0.449  -0.53
H: -1.663 2.317 1.067  0.41
H: -0.766 3.196 -0.135  0.35
H: -0.285 3.238 1.607  0.39
H: 0.717 1.120 1.486  0.15
H: 2.251 1.139 -0.294  0.37
H: 1.041 1.907 -1.430  0.35
H: 1.751 2.802 -0.102  0.45
H: -1.248 0.589 -0.790  0.25
H: -1.203 -0.123 0.838  0.38
H: 0.703 -0.701 -1.308  0.20
H: 1.131 -2.606 0.188  0.35
H: -0.188 -1.998 1.182  0.31
H: -0.338 -3.760 -1.133  0.21
H: -1.655 -2.819 -0.698  0.19

---

Energies relative to the minimum, hartree: (P) 0.0063; (Q) 0.0672; (R) 0.0000

---

(P)
C5H14N2 | the ωB97M-V functional and the def2-TZVPD basis

Highest occupied orbital energy: -8.01 eV
Orbital gap: 9.13 eV
Total charge: 0
Lowest unoccupied orbital energy: 1.12 eV

Last column: Mulliken charge in e.
Cartesian coordinates (Å):
C: -1.737 -0.961 2.150  -0.91
N: -1.453 -0.387 0.874  -0.17
C: -0.909 -1.103 -0.242  -0.54
C: -0.121 -0.228 -1.216  -0.97
C: 1.245 0.276 -0.742  0.47
C: 1.142 1.455 0.206  -1.37
N: 2.041 0.560 -1.956  -0.74
H: -2.794 -1.258 2.246  0.26
H: -1.144 -1.879 2.242  0.29
H: -1.506 -0.276 2.956  0.30
H: -1.739 0.568 0.749  0.24
H: -1.728 -1.584 -0.812  0.26
H: -0.201 -1.867 0.080  0.34
H: -0.741 0.622 -1.553  0.32
H: -0.005 -0.796 -2.137  0.32
H: 1.754 -0.551 -0.251  0.32
H: 0.501 2.202 -0.271  0.31
H: 2.116 1.799 0.541  0.39
H: 0.500 1.148 1.031  0.30
H: 1.783 1.500 -2.262  0.28
H: 2.993 0.759 -1.635  0.28

---

(Q)
C5H14N2 | the ωB97M-V functional and the def2-TZVPD basis

Highest occupied orbital energy: -8.85 eV
Orbital gap: 9.98 eV
Total charge: 0
Lowest unoccupied orbital energy: 1.13 eV

Last column: Mulliken charge in e.
Cartesian coordinates (Å):
C: 1.452 1.561 0.516  -1.29
C: -0.002 1.110 0.564  -0.59
C: -0.137 -0.418 0.682  0.37
C: -0.679 -0.826 2.037  -1.53
N: -1.002 -1.049 -0.356  -0.42
C: -0.504 -1.149 -1.684  -0.67
N: -0.030 0.098 -2.321  -0.53
H: 1.986 1.130 1.358  0.34
H: 1.559 2.631 0.612  0.37
H: 1.978 1.245 -0.384  0.27
H: -0.560 1.527 -0.274  0.39
H: -0.417 1.577 1.457  0.39
H: 0.853 -0.831 0.500  0.36
H: -1.308 -0.044 2.472  0.36
H: 0.105 -1.009 2.761  0.33
H: -1.220 -1.766 2.008  0.41
H: -1.885 -0.546 -0.356  0.28
H: -1.289 -1.543 -2.331  0.41
H: 0.295 -1.898 -1.761  0.32
H: -0.167 0.031 -3.321  0.25
H: 0.974 0.170 -2.179  0.17

---

Energies relative to the minimum, hartree: (P) 0.0089; (Q) 0.0000

---

(P)
C5H14N2 | the ωB97M-V functional and the def2-TZVPD basis

Highest occupied orbital energy: -8.41 eV
Orbital gap: 9.47 eV
Total charge: 0
Lowest unoccupied orbital energy: 1.05 eV

Last column: Mulliken charge in e.
Cartesian coordinates (Å):
C: 1.663 -2.348 1.017  -1.25
C: 0.445 -1.964 0.144  -0.29
N: -0.089 -0.689 0.576  -0.36
C: -1.189 -0.198 -0.300  -0.87
C: -1.535 1.259 -0.104  -0.35
C: -0.282 2.139 -0.103  -0.72
N: 0.607 1.824 -1.259  -0.61
H: 2.334 -1.493 0.872  0.31
H: 2.112 -3.256 0.630  0.37
H: 1.371 -2.366 2.062  0.33
H: -0.337 -2.723 0.217  0.31
H: 0.846 -1.893 -0.879  0.30
H: 0.612 -0.063 0.929  0.29
H: -1.980 -0.832 0.106  0.40
H: -0.991 -0.539 -1.323  0.37
H: -2.069 1.436 0.830  0.30
H: -2.110 1.611 -0.960  0.29
H: 0.284 2.050 0.834  0.29
H: -0.527 3.202 -0.139  0.43
H: 1.070 0.960 -1.023  0.22
H: 1.277 2.579 -1.293  0.24

---

(Q)
C5H14N2 | the ωB97M-V functional and the def2-TZVPD basis

Highest occupied orbital energy: -9.33 eV
Orbital gap: 10.31 eV
Total charge: 0
Lowest unoccupied orbital energy: 0.98 eV

Last column: Mulliken charge in e.
Cartesian coordinates (Å):
C: 0.972 -2.264 -0.656  -0.29
N: 1.350 -1.281 -1.340  -0.45
C: 2.103 -0.239 -0.612  -0.02
C: 2.508 0.858 -1.572  -1.18
H: 1.115 -2.371 0.425  0.25
H: 0.455 -3.082 -1.155  0.28
H: 1.448 0.137 0.179  0.08
H: 2.975 -0.694 -0.142  0.39
H: 3.161 1.599 -1.114  0.36
H: 3.052 0.406 -2.403  0.30
H: 1.631 1.349 -1.992  0.28
C: -2.749 0.694 0.065  -1.01
C: -2.234 0.737 1.487  -0.37
N: -0.913 0.093 1.584  -0.44
H: -2.800 -0.332 -0.299  0.27
H: -3.732 1.158 -0.026  0.34
H: -2.056 1.238 -0.578  0.25
H: -2.186 1.771 1.835  0.27
H: -2.934 0.229 2.156  0.28
H: -0.206 0.706 1.965  0.22
H: -0.961 -0.712 2.192  0.20

---

(R)
C5H14N2 | the ωB97M-V functional and the def2-TZVPD basis

Highest occupied orbital energy: -8.35 eV
Orbital gap: 9.45 eV
Total charge: 0
Lowest unoccupied orbital energy: 1.10 eV

Last column: Mulliken charge in e.
Cartesian coordinates (Å):
C: 0.791 -2.520 0.719  -0.85
N: -0.146 -1.472 0.995  -0.06
C: -0.923 -0.883 -0.065  -0.74
C: -1.356 0.547 0.149  -0.68
C: -0.108 1.408 0.575  -0.64
C: 0.944 1.513 -0.523  -0.42
N: 0.349 1.713 -1.910  -0.59
H: 0.520 -3.469 1.223  0.32
H: 1.809 -2.239 0.931  0.27
H: 0.751 -2.733 -0.463  0.25
H: -0.671 -1.598 1.875  0.23
H: -1.988 -1.458 -0.380  0.18
H: -0.221 -0.769 -0.928  0.46
H: -2.095 0.217 0.882  0.42
H: -1.682 0.891 -0.802  0.32
H: 0.216 0.953 1.602  0.30
H: -0.240 2.470 1.076  0.28
H: 1.778 2.393 -0.270  0.29
H: 1.525 0.473 -0.512  0.21
H: 1.022 2.176 -2.593  0.26
H: -0.273 2.389 -1.579  0.20

---

Energies relative to the minimum, hartree: (P) 0.0000; (Q) 0.0140; (R) 0.0817